Record 1
48
Properties=species:S:1:pos:R:3:forces:R:3:nbo_charge:R:1 method="wB97M-V/def2-TZVPD" e_lumo_ev=0.650 homo_lumo_gap_ev=8.860 max_force_ev_per_a=6.32 spin_multiplicity=1 smiles="NCCO[C@@H]1[C@H]2CC[C@H](F)C[C@@H]2C(=O)N[C@@H]1c1ccc2c(c1)OCO2"
O 1.7829 -2.4469 -2.3268 0.4782 0.0066 -1.5713 -0.61
F 3.3238 2.0408 -1.3886 -0.0376 2.9420 0.1986 -0.37
O -4.7686 0.8954 -3.0404 0.4631 -0.2411 -0.3303 -0.47
O -2.7362 0.4448 -4.0289 -0.0649 1.0891 -4.0159 -0.48
O -0.6466 0.2762 1.6647 0.3103 -0.6377 -0.6369 -0.54
C 1.3282 -1.9369 -1.3330 1.9388 -1.2226 -0.0350 0.68
C -3.9826 0.0736 -0.7645 1.4737 1.3232 -2.7669 -0.23
C -2.8741 -0.5152 -0.0930 -3.0860 -0.8998 1.8218 -0.21
C -1.5410 -0.3673 -2.0503 -0.9394 -0.5383 0.5733 -0.28
C -3.7948 0.5089 -2.1712 -1.6688 -1.5075 5.9111 0.21
C -2.6068 0.2783 -2.7471 1.7099 -1.7680 3.1759 0.28
C -1.7010 -0.8881 -0.7127 0.8169 0.6082 -1.2855 -0.05
N 0.1541 1.6700 4.1098 1.5575 0.7751 -0.6507 -0.83
N 0.2857 -2.5518 -0.7323 -1.3580 1.7546 1.1001 -0.62
C -4.0303 1.0687 -4.2502 1.6037 1.3976 2.0274 0.24
C -1.0434 -0.1977 2.9377 1.1328 -2.4295 -0.1553 -0.08
C -0.1569 0.2832 4.0715 -0.0786 -0.0463 0.3915 -0.25
C -0.5863 -1.6775 0.1051 -1.6212 -0.5121 -0.2716 -0.07
C 3.6419 0.9766 0.7869 0.1530 -1.5115 0.0731 -0.44
C 3.1831 -0.1414 -1.5303 1.2459 -2.5036 3.4410 -0.42
C 2.1420 1.0439 1.1416 0.3381 -2.5665 -1.0615 -0.39
C 3.8979 0.9826 -0.7730 -0.0210 -2.0105 1.2249 0.21
C 0.1784 -0.6403 0.9376 1.3646 -1.4427 2.1831 0.12
C 2.1671 -0.9131 -0.5712 -0.1973 0.4914 -0.6032 -0.29
C 1.2630 0.0429 0.2173 2.1046 2.7406 -0.7038 -0.25
H -4.9394 0.3124 -0.3217 0.1054 -0.3185 0.3419 0.22
H -3.1214 -0.8989 0.9810 0.6918 0.8255 -1.9841 0.21
H -0.6854 -0.5890 -2.6434 0.7089 -0.2685 -0.2694 0.22
H 0.7822 1.9412 3.3373 -0.8344 -0.0743 0.6084 0.36
H -0.6268 2.2687 4.1548 -0.9493 0.7713 -0.1328 0.35
H -0.1470 -3.2878 -1.3127 0.1823 0.8108 0.5351 0.42
H -4.4749 0.6163 -5.0539 -1.2135 -1.2463 -1.8795 0.17
H -3.9240 2.1512 -4.4056 0.2951 -0.1587 -0.0988 0.15
H -2.0146 0.0838 3.1376 -2.2661 1.3672 0.1092 0.18
H -1.1986 -1.3371 2.9330 0.8022 1.2093 0.0433 0.16
H -0.5586 0.0259 5.0488 -0.5261 -0.3335 -0.0239 0.20
H 0.8053 -0.1532 4.0902 1.0461 -1.1887 -0.3655 0.19
H -0.9401 -2.4094 0.8984 -0.7958 1.1107 -1.1543 0.22
H 3.9960 -0.0237 1.2669 0.0569 1.7072 -1.1592 0.21
H 4.1570 1.8118 1.2950 -0.0098 -0.4401 -0.3429 0.22
H 2.7861 0.3038 -2.3606 -1.7692 0.9681 -1.8881 0.23
H 3.9687 -0.7582 -1.9611 -0.2845 -0.8434 0.3286 0.23
H 1.8811 2.0404 0.9381 -1.0679 1.2623 0.2826 0.22
H 2.0154 0.7017 2.1726 -0.0298 0.5641 0.0264 0.20
H 4.9852 0.9416 -0.9819 -0.4879 0.4152 0.1086 0.16
H 0.7376 -1.2740 1.7050 -0.5349 0.5439 -0.5120 0.17
H 2.7297 -1.5050 0.1631 0.0811 -0.1169 -0.2692 0.22
H 0.9065 0.7277 -0.5396 -0.8185 0.1426 -0.3384 0.22

Record 2
71
Properties=species:S:1:pos:R:3:forces:R:3:mulliken_charge:R:1 method="wB97M-V/def2-TZVPD" e_lumo_ev=-6.393 homo_lumo_gap_ev=6.829 total_charge=+2 max_force_ev_per_a=7.93 spin_multiplicity=1
Rh 0.2343 1.2909 0.1413 1.1407 -5.6178 -2.0169 -0.19
C 2.5112 1.4643 5.3128 0.3115 0.1680 0.1188 -1.08
N 1.4176 0.9478 4.5066 0.1589 -0.0557 -0.3383 0.10
C 0.1051 0.8452 5.1184 -0.2277 -0.0570 -0.0974 -1.06
C 1.5276 0.7929 3.1663 -0.2727 -0.0825 0.2525 0.48
N 0.5535 0.4493 2.3831 -0.7759 0.4703 -1.1160 -0.07
N 2.8060 0.9541 2.6608 0.3161 0.2550 0.6029 -0.09
C 3.2422 1.1234 1.3709 0.0299 0.0178 -0.6390 0.54
N 4.5716 1.3381 1.2701 0.1368 -0.0564 0.1117 -0.40
N 2.4700 1.0731 0.3390 -1.1077 0.3962 -0.3252 -0.08
H 2.1612 1.6159 6.3306 0.0224 -0.0124 -0.0968 0.29
H 2.8561 2.4296 4.9325 0.0279 -0.0134 0.0812 0.42
H 3.3520 0.7657 5.3704 -0.0501 -0.0042 -0.0001 0.36
H 0.2003 0.9174 6.1969 0.0349 0.0302 -0.0385 0.30
H -0.3498 -0.1209 4.9000 -0.0446 -0.0385 0.0009 0.37
H -0.5473 1.6481 4.7650 -0.0659 -0.0318 0.0609 0.38
H -0.3363 0.3629 2.8610 0.2406 0.1556 0.1143 -0.10
H 3.5261 1.0632 3.3610 -0.1641 0.0204 -0.1440 0.16
H 5.1879 1.3323 2.0634 0.0001 -0.0375 -0.0017 0.16
H 4.9994 1.4422 0.3668 -0.0388 0.0316 0.0273 0.20
H 2.9567 1.2367 -0.5381 0.0566 -0.0128 0.3338 -0.08
C 1.1158 0.4747 -3.5927 0.0335 -0.1553 0.6441 -1.57
P 0.2536 1.6153 -2.4381 -0.7742 0.4070 0.8402 1.86
C 0.7433 3.2239 -3.1550 0.0307 -0.0432 0.5369 -1.03
C -1.5092 1.4626 -2.9088 0.0757 -0.0600 0.2766 0.07
C -1.8476 1.5138 -4.2583 0.0216 0.0029 0.0944 -0.67
C -3.1668 1.3923 -4.6573 -0.0109 0.0245 -0.0203 -0.93
C -4.1650 1.2179 -3.7113 -0.0307 -0.0027 0.0019 -0.93
C -3.8425 1.1721 -2.3677 0.1037 0.0034 0.0099 -0.93
C -2.5172 1.2852 -1.9568 0.2409 0.0025 0.1538 0.08
P -2.1514 1.2204 -0.1681 0.3313 0.4938 -0.1274 1.76
C -3.1664 2.5801 0.5246 0.4402 -0.1207 0.0543 -1.34
C -3.0881 -0.2307 0.4569 0.6035 0.1320 -0.0038 -1.50
H 1.2113 0.9588 -4.5641 -0.0644 0.0781 0.0677 0.51
H 0.5676 -0.4602 -3.6807 0.0455 0.0690 0.0074 0.38
H 2.1154 0.2682 -3.2115 0.0731 -0.0460 -0.0584 0.46
H 0.2602 3.3453 -4.1216 0.0071 -0.1503 -0.1086 0.47
H 1.8239 3.2343 -3.2837 0.0839 0.0247 -0.0217 0.47
H 0.4700 4.0577 -2.5114 0.0340 -0.1369 -0.0977 0.23
H -1.0785 1.6444 -5.0063 0.0274 0.0171 -0.0814 0.37
H -3.4168 1.4432 -5.7063 -0.0161 -0.0341 -0.0701 0.43
H -5.1943 1.1146 -4.0168 -0.0942 0.0250 -0.0547 0.43
H -4.6279 1.0494 -1.6362 -0.1098 -0.0251 0.0067 0.29
H -4.2235 2.3744 0.3658 -0.0042 -0.0495 -0.0653 0.49
H -2.9112 3.5252 0.0503 -0.0958 -0.0337 -0.0154 0.43
H -2.9772 2.6647 1.5947 0.0035 0.0170 0.0136 0.39
H -4.1408 -0.1344 0.1996 0.0023 0.0984 -0.0140 0.56
H -2.9940 -0.2666 1.5425 -0.0263 -0.0267 0.0210 0.47
H -2.7151 -1.1552 0.0263 0.0576 -0.0837 -0.0318 0.36
O 0.4291 5.0482 -0.7691 -1.2394 0.6155 0.3567 -0.56
S -0.4212 4.4151 0.2441 4.5160 -3.7718 0.9702 0.50
N 0.2513 3.0354 0.7042 -3.6698 7.0273 -0.1984 -0.48
C 1.5900 -4.9000 0.7844 -0.1945 -0.1637 -0.0772 -1.43
C 0.4237 -5.2161 -0.1432 -0.0246 0.3297 -0.0280 0.69
C 0.8616 -5.2391 -1.6023 -0.1111 -0.1283 0.1721 -1.44
C -0.7517 -4.2448 0.0716 -0.0299 -1.2336 0.0698 -1.35
N -0.4396 -2.8891 -0.2977 0.7300 1.4227 0.5972 1.05
C 0.1860 -1.9301 0.4044 -0.1331 0.0333 -0.2740 -1.05
N 0.2049 -0.8374 -0.3405 -0.1921 0.1491 0.7102 0.71
N -0.4017 -1.1556 -1.4845 -0.0806 0.2835 -0.4845 0.16
N -0.7808 -2.3608 -1.4660 -0.6026 -0.9101 -0.7692 -1.17
H 2.3198 -5.7004 0.7260 0.1792 -0.0405 0.0389 0.42
H 1.2600 -4.8213 1.8176 0.0225 0.0041 0.1883 0.37
H 2.0900 -3.9769 0.4976 0.0998 0.1375 -0.0404 0.31
H 0.0315 -6.2006 0.1209 -0.0724 0.0154 0.0186 0.38
H 1.3281 -4.3012 -1.8948 0.0549 0.1543 -0.0490 0.27
H 0.0191 -5.4268 -2.2611 -0.0882 -0.0176 -0.1525 0.38
H 1.5886 -6.0294 -1.7541 0.1307 -0.0935 -0.0594 0.44
H -1.0580 -4.2535 1.1222 -0.0318 0.0957 -0.1780 0.44
H -1.5892 -4.5544 -0.5562 -0.0149 0.1573 0.1186 0.38
H 0.5841 -2.0267 1.3922 0.0345 -0.0191 0.2218 0.75

Record 3
20
Properties=species:S:1:pos:R:3:forces:R:3:nbo_charge:R:1 method="wB97M-V/def2-TZVPD" e_lumo_ev=0.035 homo_lumo_gap_ev=8.720 max_force_ev_per_a=4.13 spin_multiplicity=1
C 1.8096 1.7595 -0.7352 0.0004 -0.3491 0.0866 -0.43
C -1.6819 0.7302 0.0814 0.6428 2.7680 -1.7412 -0.19
N 0.7547 1.1775 0.0791 -0.2402 0.3338 0.1144 -0.31
C -0.3826 0.7270 -0.6992 -0.1145 -2.6796 1.1524 0.23
N 1.1723 0.1692 0.9827 0.0371 0.0338 -0.2421 -0.67
O -0.9838 1.6447 -1.4202 -0.8149 0.4130 0.6552 -0.54
H 1.6802 0.6170 1.7376 -0.0475 -0.0185 -0.0765 0.36
H 1.8064 -0.4900 0.5237 -0.0267 0.0585 0.0270 0.33
H 2.3593 0.9941 -1.3080 -0.0192 0.0084 -0.0199 0.16
H 2.5211 2.2701 -0.0843 -0.0530 0.0596 -0.0680 0.20
H 1.3615 2.4676 -1.4276 0.0318 0.0718 0.0189 0.23
H -2.6234 0.5394 -0.4238 0.2775 -0.3357 0.0366 0.23
H -1.6462 -0.7477 0.4286 1.0690 -3.9497 -0.5647 0.18
H -1.7291 1.3453 0.9761 0.0440 0.1943 -0.1456 0.23
C -1.3281 -1.9385 0.0618 -1.5241 2.5144 1.5804 -0.33
C -0.5601 -2.6747 0.8302 0.3356 -0.3759 -0.2149 -0.41
H -0.3156 -3.6925 0.5501 -0.0320 -0.1132 0.0378 0.20
H -1.8806 -2.2450 -0.8125 0.1438 -0.2391 -0.2113 0.20
H -0.2557 -0.3693 -1.0555 0.3575 1.5080 -0.4522 0.13
H -0.0781 -2.2839 1.7150 -0.0674 0.0974 0.0272 0.21

Record 4
53
Properties=species:S:1:pos:R:3:forces:R:3:nbo_charge:R:1 method="wB97M-V/def2-TZVPD" e_lumo_ev=0.150 homo_lumo_gap_ev=9.013 max_force_ev_per_a=5.35 spin_multiplicity=1
O 0.2200 2.2653 0.1158 -2.5033 1.4630 1.0843 -0.59
C 0.2930 2.2274 -1.0896 3.7067 -1.7202 1.5518 0.46
C 1.5728 1.4343 -1.4332 1.0892 3.6148 -0.6029 -0.52
C 2.0798 2.0967 -2.7334 -0.3053 -0.5980 -2.2204 -0.51
S 2.9004 0.7115 -3.7295 0.4154 1.1287 0.1608 -0.08
H -0.2943 2.6622 -1.8974 -0.6251 0.1368 0.3906 0.20
H 1.3138 0.4109 -1.3986 -0.0636 -1.2692 -0.7404 0.26
H 2.4406 1.6059 -0.6633 -2.1099 -0.2730 -0.9615 0.22
H 1.2373 2.5450 -3.4516 1.6839 -1.0416 1.7715 0.23
H 2.8228 2.9411 -2.5573 -0.8677 -1.3259 -0.1824 0.23
H 1.7796 0.2493 -4.2714 -0.3070 -0.0635 -0.0059 0.13
H 4.4476 -0.3532 -0.2568 0.0619 0.2939 0.7157 0.49
H 4.2392 0.6004 0.9861 0.1382 -0.4617 -0.3812 0.48
O 4.7328 -0.1717 0.6609 -0.2473 0.0413 -0.2728 -0.96
H 4.1214 -2.1101 1.8273 1.0562 1.3621 -0.3824 0.50
H 3.5263 -3.1762 0.8604 0.1454 0.4668 0.1047 0.52
O 3.5605 -2.8572 1.7876 -1.3940 -1.6040 -0.0002 -1.01
H -2.5448 2.6938 -2.6048 1.5887 -0.7964 -0.9942 0.48
H -2.5036 1.2533 -2.4844 0.8341 -0.0974 -0.6001 0.50
O -1.9657 1.9376 -2.9661 -2.4114 0.9977 1.4943 -0.99
H 0.1327 -0.3996 2.7446 -1.4689 0.2322 0.7587 0.52
H 1.5248 -3.0366 2.0912 2.4123 -0.4569 -0.9918 0.49
O -0.8457 -0.2034 2.8437 0.4080 0.3055 1.9980 -0.99
H 2.3784 -1.0165 4.3323 0.2370 -0.1370 0.6899 0.47
H -1.0302 -0.1221 3.8480 0.8752 -0.4453 -2.5581 0.47
O 1.9980 -0.7007 3.5222 0.3045 -1.5081 -2.2491 -0.98
H -2.3859 4.7716 -0.7123 2.8411 2.0245 2.3520 0.47
H -3.6075 3.8533 -0.5204 1.0814 0.4807 -0.5133 0.49
O -3.0172 4.3182 -1.1585 -3.7628 -2.6243 -1.9774 -0.96
H 1.0136 -3.1416 -2.2731 -1.9291 1.4990 1.7854 0.48
H -0.0601 -3.1122 -0.9424 1.0180 1.1949 -1.3061 0.53
O 0.5913 -2.5374 -1.5425 0.2972 -2.4711 -0.9609 -0.98
H 0.9398 -3.6430 3.4668 0.0102 1.3428 -2.5139 0.49
H 2.1423 -1.4986 2.8872 -0.3006 1.9905 1.6131 0.50
O 0.7649 -3.1122 2.6111 -2.5119 -1.3271 3.1986 -0.97
H -4.4278 2.7132 1.0541 -1.1219 1.1803 0.9460 0.48
H -2.8647 2.2283 1.3114 -1.1160 0.2798 -0.0661 0.52
O -3.7755 2.0959 0.8216 1.6146 -1.6127 -1.0222 -1.03
H -0.9150 2.6989 1.3557 -1.7191 -0.2487 1.4078 0.52
H -1.3436 1.9947 2.6412 1.1781 -2.7762 2.1766 0.50
O -1.6730 2.6273 2.0784 0.9233 2.8657 -3.7560 -0.96
H -2.0972 -2.9360 -0.2455 -4.0203 3.1645 -1.5701 0.50
H -1.2795 -3.2174 0.9005 0.4270 -0.0924 0.6536 0.49
O -1.4322 -3.4777 -0.0046 4.0703 -3.2684 0.9591 -0.94
H -3.1113 -1.3136 1.1740 -0.6820 -0.6769 -2.2208 0.48
H -3.7054 -0.9071 -0.2425 0.0514 0.2653 -0.3154 0.50
O -3.3962 -1.6685 0.2615 0.6559 0.2552 2.6514 -1.00
H 2.7123 -4.2971 -1.0937 -0.0334 0.0153 0.0003 0.46
H 2.0758 -2.7744 -1.1609 2.7139 -2.0375 0.7686 0.50
O 3.0168 -3.3841 -1.0618 -2.2116 1.8963 -0.0042 -1.04
H -4.6598 0.7006 -1.7899 1.6067 -0.8706 0.3130 0.48
H -3.8671 1.0936 -0.5144 0.8143 -1.5640 -1.9818 0.52
O -3.7753 0.4382 -1.3838 -2.5479 2.8702 1.8057 -1.02